Record 1
ORCA calculation (ωB97M-V with the def2-TZVPD basis set) on the molecule C3N2S at a distorted geometry.

```
! wB97M-V def2-TZVPD RIJCOSX def2/J DEFGRID3
* xyz 0 3
S 2.715 -1.944 0.054
N 1.916 -0.737 -0.020
N -2.971 1.331 0.092
C -0.579 0.421 -0.105
C -1.792 1.052 0.033
C 0.710 -0.122 -0.054
*
```

Results
expectation value of S² = 2.19
gap between HOMO and LUMO (spin up / spin down) = 9.0 / 7.8 eV
lowest unoccupied orbital energy (spin up / spin down) = 0.000 / -0.086 Eh

Record 2
ORCA calculation (ωB97M-V with the def2-TZVPD basis set) on the molecule C20H27N3O3S2 at a distorted geometry.

```
! wB97M-V def2-TZVPD RIJCOSX def2/J DEFGRID3
* xyz 0 1
S 5.095 -1.899 0.082
S 5.987 1.023 0.999
O -0.432 1.908 1.583
O 4.988 -3.115 -0.662
O 5.534 -1.944 1.441
N 0.132 1.282 -0.526
N 6.171 -0.951 -0.834
N 7.832 0.711 -0.771
C -4.672 -3.107 0.480
C -4.115 0.702 -0.294
C 6.753 0.170 -0.324
C 1.896 -0.031 -1.445
C -3.779 -4.253 0.939
C 1.292 0.545 -0.321
C -2.430 2.098 -1.508
C -4.794 -0.666 -0.143
C -2.988 0.687 -1.329
C -3.889 -1.805 0.323
C 7.267 2.187 0.893
C 1.862 0.355 0.939
C -2.999 2.647 0.856
C 3.017 -0.393 1.065
C 3.601 -0.949 -0.057
C -3.579 1.245 1.031
C -0.671 1.900 0.398
C 3.048 -0.778 -1.313
C 8.132 1.848 -0.090
C -1.875 2.638 -0.188
H -0.154 1.344 -1.492
H -2.194 0.017 -0.994
H -3.433 -1.551 1.281
H 1.455 0.110 -2.421
H -3.243 2.759 -1.820
H 6.712 -1.440 -1.530
H -3.783 3.336 0.536
H 3.479 -0.552 2.025
H -5.615 -0.562 0.570
H -5.136 -3.368 -0.474
H -4.355 -5.169 1.047
H 7.296 3.025 1.557
H 9.017 2.389 -0.369
H -3.322 -4.020 1.899
H -1.687 2.127 -2.311
H -2.599 2.997 1.808
H -2.984 -4.431 0.218
H -4.885 1.397 -0.652
H -5.474 -2.960 1.207
H 3.523 -1.237 -2.164
H 1.395 0.795 1.805
H -2.796 0.590 1.414
H -3.087 -1.966 -0.400
H -1.531 3.670 -0.340
H -5.233 -0.942 -1.106
H -4.383 1.274 1.768
H -3.367 0.315 -2.284
*
```

Results
gap between HOMO and LUMO = 8.9 eV
SMILES = CCCC[C@H]1CC[C@@H](C(=O)Nc2ccc(S(=O)(=O)Nc3nccs3)cc2)CC1
energy relative to the best compared isomer or geometry (same formula, charge and spin) = 0.00 kJ/mol
lowest unoccupied orbital energy = 0.011 Eh

Record 3
ORCA calculation (ωB97M-V with the def2-TZVPD basis set) on the molecule C4H5NO2S at a distorted geometry.

```
! wB97M-V def2-TZVPD RIJCOSX def2/J DEFGRID3
* xyz 0 1
S -0.378 0.266 -1.950
O 2.076 -0.024 0.700
O 0.321 -1.472 0.538
N -0.776 1.923 0.107
C -0.544 -0.382 0.721
C -1.405 -0.422 1.744
C -0.564 0.661 -0.350
C 1.652 -1.104 0.481
H -2.100 0.396 1.829
H -1.322 -1.293 2.399
H -0.836 2.618 -0.626
H -0.459 2.046 1.059
H 2.187 -2.047 0.303
*
```

Results
gap between HOMO and LUMO = 8.6 eV
SMILES = C=C(OC=O)C(N)=S
energy relative to the best compared isomer or geometry (same formula, charge and spin) = 155.55 kJ/mol
lowest unoccupied orbital energy = -0.002 Eh

Record 4
ORCA calculation (ωB97M-V with the def2-TZVPD basis set) on the molecule C5H8S at a distorted geometry.

```
! wB97M-V def2-TZVPD RIJCOSX def2/J DEFGRID3
* xyz 0 1
S -1.986 0.555 0.953
C -0.723 -0.786 0.468
C 0.609 -0.146 0.828
C -0.923 -0.856 -0.936
C 2.098 1.734 -0.474
C 1.281 0.907 0.030
H 2.334 2.338 -1.301
H -0.663 -1.967 -1.435
H 1.366 -0.937 0.715
H -0.597 1.439 0.985
H -1.970 -0.572 -1.231
H -0.165 -0.191 -1.466
H -1.178 -1.668 1.064
H 0.516 0.151 1.801
*
```

Results
gap between HOMO and LUMO = 9.2 eV
SMILES = C#CC[C@H](C)S
energy relative to the best compared isomer or geometry (same formula, charge and spin) = 449.08 kJ/mol
lowest unoccupied orbital energy = 0.011 Eh

Record 5
ORCA calculation (ωB97M-V with the def2-TZVPD basis set) on a cluster of 11 separate species, C27H81N2O12PSi in total at a distorted geometry.

```
! wB97M-V def2-TZVPD RIJCOSX def2/J DEFGRID3
* xyz 0 1
P -0.140 1.797 0.274
Si -0.658 0.088 1.640
O 7.863 -0.185 0.631
O -0.481 1.185 -1.259
O 2.058 -2.385 5.056
O -1.949 5.478 -1.476
O 1.475 6.182 -5.633
O -5.148 3.079 -0.131
O -2.084 -5.007 4.575
O -0.101 8.740 -7.763
O 2.136 -4.867 1.489
O -8.069 0.094 -1.689
O 2.070 -0.535 1.536
O 4.277 -7.290 2.737
N -1.444 2.914 0.522
N -5.274 -1.982 0.386
C 0.942 9.964 -5.936
C 0.488 9.981 -7.384
C -8.451 -0.776 -0.625
C -4.350 -5.018 5.474
C -2.976 -4.374 5.491
C 0.721 -6.263 2.893
C -1.785 4.655 -2.638
C -0.884 5.323 -3.658
C -4.786 1.507 -1.947
C -5.483 2.775 -1.477
C 5.228 -8.149 2.114
C -1.956 -1.011 0.751
C 5.050 -2.498 0.450
C 2.823 -1.575 0.928
C 2.713 -1.182 5.466
C -4.051 -2.419 1.093
C 1.811 -5.213 2.842
C 6.280 -7.360 1.356
C -9.154 -0.023 0.489
C -3.255 -1.202 1.567
C 3.079 -1.238 6.937
C 7.728 0.973 -0.190
C 1.036 5.789 -6.935
C 1.616 4.442 -7.328
C 0.837 -0.996 2.080
C 4.297 -1.257 0.897
C 7.147 0.630 -1.550
H 5.818 -6.759 0.569
H -1.357 3.711 -2.302
H -3.850 -0.313 1.405
H -4.308 -3.087 1.909
H 2.436 6.241 -5.654
H 2.185 -1.362 7.554
H 8.452 -0.799 0.179
H -1.292 3.709 -0.092
H -0.861 8.589 -7.189
H -10.039 0.485 0.103
H -8.496 0.738 0.913
H -1.395 3.284 1.466
H -6.567 2.665 -1.510
H 0.094 5.532 -3.229
H 0.943 -1.096 3.158
H 3.731 -2.089 7.132
H 6.116 -2.403 0.607
H 8.705 1.455 -0.302
H 4.705 -3.342 1.039
H -2.523 -4.466 6.477
H 0.484 -6.531 3.922
H -2.345 6.307 -1.767
H -0.051 5.742 -6.898
H 2.724 -5.581 3.302
H 4.596 -0.987 1.903
H -7.470 0.754 -1.321
H -5.211 3.616 -2.124
H 1.500 -4.313 3.380
H 1.333 3.678 -6.603
H -0.191 -5.893 2.416
H 3.605 -1.077 4.853
H 1.409 10.911 -5.660
H 1.027 -7.163 2.357
H -9.114 -1.523 -1.060
H -3.702 1.630 -1.896
H -0.121 0.282 -1.280
H -2.466 -4.923 3.694
H -3.003 -1.277 2.617
H 4.709 -8.839 1.441
H -5.619 -2.759 -0.170
H -0.748 4.692 -4.537
H 2.469 -1.701 -0.100
H -7.564 -1.289 -0.238
H 4.815 -2.739 -0.580
H -4.275 -6.077 5.719
H 5.688 -8.733 2.910
H 2.708 4.484 -7.348
H 7.014 -8.024 0.897
H 0.095 9.789 -5.268
H 3.590 -0.326 7.250
H -5.062 1.263 -2.974
H -2.771 4.446 -3.068
H 7.796 -0.070 -2.082
H -4.189 3.189 -0.076
H -5.018 -4.538 6.191
H -3.428 -2.990 0.407
H 2.719 -2.516 1.453
H 0.602 -1.998 1.729
H 3.851 -6.774 2.041
H -2.167 -0.620 -0.237
H -1.306 6.279 -3.979
H 1.260 -2.477 5.589
H -5.049 0.663 -1.305
H 2.055 -0.329 5.263
H 1.334 -4.528 1.078
H 1.655 9.157 -5.771
H 6.174 0.152 -1.437
H -4.988 -1.287 -0.299
H 7.071 1.656 0.345
H 1.335 10.137 -8.050
H 1.265 4.137 -8.314
H -1.339 0.582 2.863
H -4.800 -4.941 4.481
H -3.050 -3.308 5.249
H 1.316 6.559 -7.657
H 4.501 -0.418 0.241
H -9.458 -0.700 1.288
H 7.030 1.524 -2.164
H 6.798 -6.675 2.028
H -0.230 10.792 -7.551
H -1.484 -1.983 0.617
*
```

Results
gap between HOMO and LUMO = 7.8 eV
SMILES = CCCOC[Si@H](CCCN)P(N)O.CCO.CCO.CCO.CCO.CCO.CCO.CCO.CCO.CCO.CCO
lowest unoccupied orbital energy = 0.013 Eh

Record 6
ORCA calculation (ωB97M-V with the def2-TZVPD basis set) on the molecule C4H6N2O.

```
! wB97M-V def2-TZVPD RIJCOSX def2/J DEFGRID3
* xyz 0 1
O -0.866 -0.552 0.605
N -2.228 0.620 -0.844
N 3.584 0.188 -0.888
C -2.046 -0.032 0.222
C 0.241 -0.358 -0.266
C 2.646 0.114 -0.218
C 1.445 -0.003 0.608
H 0.013 0.424 -0.988
H -2.778 -0.275 0.995
H 1.295 0.931 1.162
H 1.601 -0.775 1.366
H 0.400 -1.289 -0.819
H -3.181 0.974 -0.889
*
```

Results
gap between HOMO and LUMO = 11.4 eV
SMILES = [H]/N=C/OCCC#N
energy relative to the best compared isomer or geometry (same formula, charge and spin) = 132.28 kJ/mol
lowest unoccupied orbital energy = 0.026 Eh

Please write out number 2 again, unchanged.
ORCA calculation (ωB97M-V with the def2-TZVPD basis set) on the molecule C20H27N3O3S2 at a distorted geometry.

```
! wB97M-V def2-TZVPD RIJCOSX def2/J DEFGRID3
* xyz 0 1
S 5.095 -1.899 0.082
S 5.987 1.023 0.999
O -0.432 1.908 1.583
O 4.988 -3.115 -0.662
O 5.534 -1.944 1.441
N 0.132 1.282 -0.526
N 6.171 -0.951 -0.834
N 7.832 0.711 -0.771
C -4.672 -3.107 0.480
C -4.115 0.702 -0.294
C 6.753 0.170 -0.324
C 1.896 -0.031 -1.445
C -3.779 -4.253 0.939
C 1.292 0.545 -0.321
C -2.430 2.098 -1.508
C -4.794 -0.666 -0.143
C -2.988 0.687 -1.329
C -3.889 -1.805 0.323
C 7.267 2.187 0.893
C 1.862 0.355 0.939
C -2.999 2.647 0.856
C 3.017 -0.393 1.065
C 3.601 -0.949 -0.057
C -3.579 1.245 1.031
C -0.671 1.900 0.398
C 3.048 -0.778 -1.313
C 8.132 1.848 -0.090
C -1.875 2.638 -0.188
H -0.154 1.344 -1.492
H -2.194 0.017 -0.994
H -3.433 -1.551 1.281
H 1.455 0.110 -2.421
H -3.243 2.759 -1.820
H 6.712 -1.440 -1.530
H -3.783 3.336 0.536
H 3.479 -0.552 2.025
H -5.615 -0.562 0.570
H -5.136 -3.368 -0.474
H -4.355 -5.169 1.047
H 7.296 3.025 1.557
H 9.017 2.389 -0.369
H -3.322 -4.020 1.899
H -1.687 2.127 -2.311
H -2.599 2.997 1.808
H -2.984 -4.431 0.218
H -4.885 1.397 -0.652
H -5.474 -2.960 1.207
H 3.523 -1.237 -2.164
H 1.395 0.795 1.805
H -2.796 0.590 1.414
H -3.087 -1.966 -0.400
H -1.531 3.670 -0.340
H -5.233 -0.942 -1.106
H -4.383 1.274 1.768
H -3.367 0.315 -2.284
*
```

Results
gap between HOMO and LUMO = 8.9 eV
SMILES = CCCC[C@H]1CC[C@@H](C(=O)Nc2ccc(S(=O)(=O)Nc3nccs3)cc2)CC1
energy relative to the best compared isomer or geometry (same formula, charge and spin) = 0.00 kJ/mol
lowest unoccupied orbital energy = 0.011 Eh